Formula: C44H47BrN3O4P2RbSe2
Source: the Open Molecules 2025 dataset
Level of theory: the ωB97M-V functional and the def2-TZVPD basis

Properties
- Multiplicity: 1
- Kohn-Sham gap: 5.897 eV
- Energy relative to the best compared isomer or geometry (same formula, charge and spin): 0.100 eV
- Highest occupied orbital energy: -2.42 eV
- F_max: 0.20 eV Å⁻¹
- Net charge: -2

```
104
Properties=species:S:1:pos:R:3:forces:R:3:mulliken_charge:R:1
Rb -0.112662 -0.042320 0.805981 -0.183 0.031 0.081 0.51
C -4.896529 1.757812 -0.517104 0.015 0.006 0.013 -0.96
Se -2.966613 1.897401 -0.365337 0.008 0.009 -0.051 0.04
C -2.567991 2.008069 -2.274802 0.003 -0.048 0.007 0.19
C -3.155471 0.876065 -3.102527 0.039 0.044 0.028 -1.12
Se -2.940185 -0.868152 -2.237344 0.014 -0.035 0.020 0.43
C -3.296760 -1.862290 -3.876420 0.011 -0.018 0.005 -1.13
H -5.302333 2.632297 -1.025877 -0.007 0.000 0.006 0.28
H -5.239253 1.716708 0.514299 -0.001 0.002 0.000 0.26
H -5.173220 0.843750 -1.041218 -0.004 0.004 0.007 0.28
H -1.476237 2.002677 -2.301836 -0.009 0.003 -0.002 -0.67
H -2.908632 2.967006 -2.670518 0.000 0.008 -0.009 0.47
H -2.655913 0.812130 -4.072810 -0.003 0.001 -0.006 0.57
H -4.221897 1.026526 -3.276833 -0.008 0.006 0.003 0.54
H -4.308062 -1.664308 -4.229691 -0.003 -0.001 0.000 0.37
H -3.193566 -2.921282 -3.647305 0.002 0.011 0.010 0.21
H -2.579550 -1.592260 -4.651674 -0.010 -0.001 -0.002 0.36
C 0.779893 2.990581 2.953315 0.005 0.035 -0.007 -1.77
N 0.817268 2.602178 1.559317 0.010 0.058 0.020 0.65
C 1.553578 3.304495 0.790714 -0.005 -0.011 -0.029 -0.57
C 1.664541 3.181211 -0.640366 -0.013 0.003 0.003 -0.07
C 2.441282 4.045114 -1.429764 -0.002 -0.037 -0.012 -0.81
C 2.201684 3.673265 -2.755584 -0.003 0.053 -0.005 -1.52
C 1.291977 2.611431 -2.679989 -0.002 -0.060 0.028 0.29
N 0.959895 2.295473 -1.413796 0.007 0.072 -0.037 0.21
C -0.375623 3.912351 3.294446 0.010 0.002 0.003 1.13
C -0.453427 4.465506 4.571892 -0.019 -0.019 0.005 -0.61
C -1.500793 5.302006 4.924344 0.007 -0.008 -0.005 -0.39
C -2.498423 5.591355 4.000766 -0.005 0.012 0.000 -0.57
C -2.432795 5.035960 2.731851 0.003 0.001 0.001 -0.52
C -1.373485 4.209971 2.376479 -0.016 -0.024 0.016 -0.12
H 1.713750 3.493461 3.252196 0.013 0.006 0.012 0.52
H 0.683658 2.091886 3.568762 -0.022 -0.030 0.011 0.22
H 2.162428 4.121634 1.214748 0.011 -0.002 0.001 0.23
H 3.074881 4.842977 -1.065589 0.002 -0.004 0.007 0.42
H 2.624692 4.102041 -3.653472 -0.009 -0.005 0.005 0.43
H 0.882033 2.064107 -3.519995 0.017 0.024 0.016 0.38
H 0.307534 4.216546 5.304838 0.005 0.006 0.002 0.34
H -1.552755 5.710119 5.927463 -0.004 -0.001 -0.002 0.38
H -3.331321 6.226677 4.279842 0.002 -0.010 0.006 0.39
H -3.219720 5.222928 2.010865 0.003 0.001 0.003 0.33
H -1.340407 3.762901 1.393499 0.007 -0.011 -0.021 0.26
O 1.053833 -3.226319 4.553163 -0.046 -0.014 -0.071 -0.82
C 0.885976 -2.989852 3.350444 0.090 0.107 0.104 0.19
O 0.262003 -2.037339 2.802592 0.073 -0.074 0.026 -0.43
C 1.515290 -3.993398 2.349473 -0.045 -0.039 -0.035 -0.71
P 1.576476 -3.221253 0.683211 -0.054 0.054 -0.112 0.91
C 2.717416 -4.388288 -0.183288 0.052 -0.027 -0.021 -0.37
C 2.565113 -5.776578 -0.176987 0.047 -0.015 0.002 0.01
C 3.484781 -6.597501 -0.810483 -0.023 -0.002 0.005 -0.64
C 4.578310 -6.043892 -1.468769 0.009 0.006 -0.008 -0.42
C 4.743749 -4.668181 -1.486718 -0.008 -0.009 0.002 -0.56
C 3.817347 -3.850472 -0.846860 -0.007 0.025 0.009 -0.39
C -0.021997 -3.763823 -0.065969 -0.015 -0.035 0.120 0.28
C -0.083539 -4.326577 -1.340726 -0.030 -0.007 -0.078 -0.22
C -1.301154 -4.654896 -1.922525 0.038 -0.014 0.001 -0.73
C -2.486734 -4.424023 -1.239829 -0.017 0.029 0.021 -0.66
C -2.441294 -3.856748 0.026212 -0.008 0.005 -0.010 -0.54
C -1.225033 -3.530434 0.610081 0.051 0.022 -0.044 -0.45
H 0.919289 -4.909503 2.361224 0.009 -0.031 -0.024 0.26
H 2.528396 -4.256347 2.658378 0.001 0.024 0.039 0.51
H 1.709986 -6.214955 0.325009 0.002 0.008 0.005 0.32
H 3.350352 -7.672933 -0.793975 0.000 0.000 0.001 0.39
H 5.296553 -6.686116 -1.964870 -0.002 0.000 -0.001 0.37
H 5.590093 -4.226113 -1.999128 -0.006 0.002 0.001 0.42
H 3.944610 -2.772474 -0.863312 -0.004 -0.009 -0.004 0.43
H 0.830472 -4.520422 -1.888185 -0.026 0.012 0.001 0.42
H -1.318441 -5.094916 -2.914375 -0.002 0.008 0.006 0.35
H -3.439690 -4.673693 -1.691826 -0.003 -0.002 -0.006 0.35
H -3.358256 -3.647235 0.563316 -0.002 -0.009 -0.003 0.44
H -1.192684 -3.069489 1.590585 -0.009 0.004 0.020 0.35
Br -4.920209 4.354032 7.230755 -0.008 0.003 -0.007 -0.23
C -3.720675 3.099852 6.437088 0.006 -0.024 -0.004 -0.11
C -2.670253 2.610490 7.190664 -0.020 0.029 0.003 -0.20
N -1.782128 1.755824 6.692111 0.014 -0.027 0.009 -0.68
C -1.918531 1.393711 5.415295 -0.021 0.011 -0.007 -0.30
C -2.943959 1.844352 4.588130 0.032 0.026 -0.066 0.24
C -3.881328 2.710813 5.122070 0.010 0.059 -0.001 -0.28
C -3.014174 1.446727 3.106951 0.054 -0.049 0.059 -0.12
O -4.108690 1.643748 2.541083 -0.095 0.081 -0.057 -0.75
O -1.958223 0.987637 2.631942 0.028 -0.087 0.009 -0.31
H -2.542547 2.920915 8.222440 0.005 -0.011 0.000 0.36
H -1.187757 0.704001 5.010524 0.037 -0.003 -0.006 0.85
H -4.680506 3.073453 4.490001 -0.020 -0.016 0.008 0.57
C 1.973846 -2.838465 -3.911384 -0.006 -0.014 0.000 -1.46
P 1.519740 -1.467889 -2.755753 0.024 -0.046 -0.043 1.22
C 0.341656 -0.603495 -3.872381 -0.016 0.037 0.022 -0.37
C 2.992594 -0.378995 -2.907726 0.002 0.007 -0.035 0.45
C 3.649715 -0.124637 -4.110434 0.009 -0.006 0.029 -0.50
C 4.710875 0.766144 -4.165742 -0.017 -0.005 0.001 -0.71
C 5.119992 1.429125 -3.015917 0.008 0.000 -0.016 -0.55
C 4.473795 1.189608 -1.814211 0.007 -0.020 0.021 -0.49
C 3.423861 0.283304 -1.761463 0.002 0.005 0.035 -0.46
H 2.272447 -2.479977 -4.898928 0.005 -0.001 0.000 0.55
H 1.098814 -3.481586 -4.033982 0.011 0.016 0.022 0.32
H 2.780736 -3.438730 -3.488179 -0.001 0.002 0.005 0.27
H 0.814433 -0.280214 -4.802915 0.003 0.004 -0.013 0.48
H -0.076018 0.256174 -3.349885 0.001 -0.026 -0.014 -0.56
H -0.476961 -1.290178 -4.091006 0.008 -0.021 -0.004 0.19
H 3.323373 -0.612358 -5.022100 -0.002 -0.004 -0.008 0.17
H 5.204518 0.960115 -5.111187 0.006 0.001 0.001 0.36
H 5.927220 2.150217 -3.063240 0.002 -0.004 0.001 0.35
H 4.759763 1.728851 -0.920671 -0.004 -0.003 -0.007 0.38
H 2.907884 0.115247 -0.823597 0.005 -0.006 -0.015 0.40
```
Forces are in eV/Å.